[1]
{
  "formula": "C5H7NO",
  "method": "wB97M-V/def2-TZVPD",
  "symbols": ["C", "C", "C", "C", "N", "O", "C", "H", "H", "H", "H", "H", "H", "H"],
  "coordinates": [[-1.921, -0.321, -0.222], [-0.486, 0.077, -0.206], [0.511, -0.717, -0.788], [1.745, -0.526, -0.230], [2.943, -0.556, -0.088], [0.647, 0.473, 1.399], [-0.026, 1.288, 0.504], [-2.323, -0.257, 0.794], [-2.484, 0.394, -0.835], [-2.078, -1.332, -0.607], [0.317, -1.618, -1.356], [3.422, -0.746, 0.780], [-0.859, 1.861, 0.951], [0.594, 1.978, -0.097]],
  "forces_ev_per_angstrom": [[0.0, -0.1, 0.0], [-0.1, -0.1, -0.3], [-0.2, 0.1, 0.1], [0.8, -0.1, -0.1], [-0.9, 0.1, 0.0], [0.3, 0.0, 0.3], [-0.2, 0.0, -0.2], [0.1, 0.0, -0.1], [0.1, -0.1, 0.1], [0.0, 0.2, 0.1], [0.1, 0.1, 0.1], [0.0, 0.0, 0.0], [0.1, -0.1, -0.1], [0.0, -0.1, 0.1]],
  "max_force_ev_per_a": 0.91,
  "gap_ev": [8.0, 8.0],
  "lumo_ev": [0.05, 0.05],
  "multiplicity": 1,
  "e_tot_ha": -324.57155
}


[2]
{
  "formula": "C15H32F3NO3",
  "method": "wB97M-V/def2-TZVPD",
  "symbols": ["C", "O", "C", "C", "C", "C", "C", "C", "C", "N", "C", "C", "O", "C", "C", "F", "F", "F", "H", "H", "H", "H", "H", "H", "H", "H", "H", "H", "H", "H", "H", "H", "H", "H", "H", "H", "H", "H", "H", "H", "H", "H", "H", "C", "C", "C", "O", "H", "H", "H", "H", "H", "H", "H"],
  "coordinates": [[-3.088, 2.041, -1.050], [-2.031, 1.635, -1.941], [-1.669, 0.343, -1.594], [-0.966, -0.391, -2.694], [-0.362, -1.669, -2.146], [-1.322, -2.356, -1.214], [-0.930, -3.697, -0.552], [0.496, -4.222, -0.650], [1.488, -3.682, 0.382], [2.613, -2.849, -0.211], [2.783, -1.445, 0.263], [4.082, -0.921, -0.348], [4.880, -0.164, 0.505], [4.375, 1.086, 0.897], [4.242, 2.043, -0.261], [5.271, 1.915, -1.110], [3.109, 1.832, -0.954], [4.228, 3.281, 0.209], [-3.130, 3.106, -0.965], [-2.872, 1.623, -0.080], [-4.011, 1.614, -1.412], [-2.571, -0.210, -1.352], [-1.074, 0.357, -0.680], [-0.211, 0.237, -3.140], [-1.671, -0.594, -3.483], [-0.103, -2.314, -2.972], [0.567, -1.386, -1.668], [-2.204, -2.541, -1.803], [-1.641, -1.690, -0.436], [-1.123, -3.589, 0.502], [-1.605, -4.465, -0.886], [0.431, -5.274, -0.432], [0.914, -4.171, -1.642], [1.960, -4.504, 0.882], [0.999, -3.100, 1.139], [2.531, -2.881, -1.226], [3.492, -3.301, 0.017], [1.941, -0.845, -0.032], [2.808, -1.452, 1.337], [3.903, -0.430, -1.292], [4.683, -1.790, -0.584], [5.097, 1.514, 1.564], [3.438, 1.047, 1.435], [-2.235, 3.506, 2.426], [-3.768, 3.368, 2.395], [-4.390, 4.541, 3.183], [-4.127, 2.174, 2.927], [-1.843, 3.455, 3.444], [-1.781, 2.700, 1.844], [-1.896, 4.463, 1.989], [-4.062, 3.546, 1.319], [-4.072, 4.502, 4.227], [-5.478, 4.478, 3.148], [-4.098, 5.523, 2.773]],
  "forces_ev_per_angstrom": [[0.6, -0.5, -0.2], [-0.1, 0.6, -0.2], [-0.4, 0.2, 0.0], [0.1, 0.3, 0.0], [0.1, 0.1, -0.2], [0.1, -0.9, 0.1], [0.3, 0.7, -0.1], [-0.1, -0.1, 0.3], [-0.2, 0.2, -0.4], [-0.3, -0.1, 0.3], [0.0, 0.4, -0.3], [0.1, -0.4, 0.1], [0.0, -0.1, 0.4], [0.2, -0.1, -0.2], [0.1, -0.1, 0.1], [-0.1, 0.1, -0.1], [-0.1, 0.0, -0.2], [-0.1, 0.5, -0.1], [0.0, 0.5, -0.2], [-0.2, 0.1, 0.7], [-0.5, 0.0, -0.1], [-0.3, -0.2, 0.2], [0.4, 0.0, 0.3], [0.4, 0.3, -0.1], [-0.4, -0.2, -0.4], [0.2, -0.4, -0.4], [0.5, 0.0, 0.5], [-0.5, -0.1, -0.2], [0.0, 0.3, 0.4], [-0.3, -0.1, 0.6], [-0.2, -0.4, -0.3], [0.0, -0.6, 0.0], [0.1, 0.2, -0.6], [0.4, -0.3, 0.3], [-0.2, 0.5, 0.3], [-0.1, 0.2, -0.2], [0.1, -0.3, -0.1], [-0.6, 0.0, -0.2], [0.2, -0.2, 0.5], [-0.2, 0.3, -0.4], [0.5, -0.2, -0.1], [0.5, 0.1, 0.3], [-0.5, -0.2, 0.1], [0.4, 0.7, -0.5], [0.1, -0.7, 1.0], [0.1, 0.5, -0.3], [-0.1, 0.1, -0.6], [-0.2, -0.1, 0.1], [0.0, -0.1, 0.0], [0.0, -0.1, 0.0], [-0.1, -0.1, 0.0], [0.0, -0.1, 0.0], [0.0, -0.1, 0.0], [0.0, -0.1, 0.0]],
  "max_force_ev_per_a": 1.21,
  "gap_ev": 2.5,
  "lumo_ev": -1.58,
  "multiplicity": 1,
  "e_tot_ha": -1170.57063
}


[3]
{
  "formula": "C42H52F5GeInN4O3SSe2",
  "method": "wB97M-V/def2-TZVPD",
  "symbols": ["In", "N", "C", "S", "N", "N", "C", "C", "C", "C", "C", "C", "C", "C", "C", "C", "C", "C", "N", "H", "H", "H", "H", "H", "H", "H", "H", "H", "H", "H", "O", "C", "C", "C", "O", "C", "Se", "C", "Se", "H", "H", "H", "H", "H", "H", "H", "H", "H", "H", "C", "C", "C", "C", "C", "C", "C", "O", "C", "C", "C", "H", "H", "H", "H", "H", "H", "H", "H", "H", "H", "H", "H", "C", "C", "C", "C", "Ge", "C", "C", "C", "C", "H", "H", "H", "H", "H", "H", "H", "H", "H", "H", "H", "H", "H", "H", "H", "H", "H", "H", "H", "F", "C", "C", "C", "F", "C", "F", "C", "F", "C", "F"],
  "coordinates": [[0.728, 0.462, 1.918], [-3.112, 3.558, 0.943], [-2.047, 2.744, 0.899], [-2.257, 1.202, 1.790], [-1.002, 3.077, 0.248], [0.085, 2.282, 0.254], [1.011, 2.599, -0.577], [0.865, 3.746, -1.507], [0.195, 3.571, -2.711], [0.025, 4.637, -3.574], [0.531, 5.883, -3.247], [1.191, 6.063, -2.043], [1.358, 5.001, -1.172], [2.211, 1.775, -0.649], [3.405, 2.267, -1.182], [4.504, 1.432, -1.256], [4.357, 0.108, -0.876], [3.135, -0.296, -0.358], [2.105, 0.518, -0.214], [-3.839, 3.362, 1.611], [-3.009, 4.493, 0.579], [-0.203, 2.601, -2.966], [-0.498, 4.497, -4.508], [0.412, 6.712, -3.928], [1.577, 7.036, -1.779], [1.858, 5.136, -0.224], [3.468, 3.295, -1.497], [5.450, 1.802, -1.621], [5.174, -0.589, -0.957], [2.982, -1.313, -0.026], [5.764, 2.372, 5.034], [5.342, 1.044, 4.923], [4.197, 0.835, 3.890], [4.739, 1.184, 2.494], [5.135, 2.520, 2.322], [3.024, 1.726, 4.320], [1.896, 2.579, 2.918], [3.860, -0.650, 3.953], [2.576, -1.432, 2.663], [5.946, 2.689, 4.136], [5.006, 0.751, 5.922], [6.185, 0.387, 4.650], [3.978, 0.914, 1.752], [5.628, 0.579, 2.295], [4.337, 3.073, 2.373], [3.405, 2.575, 4.900], [2.327, 1.168, 4.945], [3.466, -0.894, 4.939], [4.765, -1.239, 3.788], [-7.618, -0.272, -1.930], [-6.260, -0.176, -1.302], [-5.969, -0.790, -0.094], [-4.701, -0.743, 0.464], [-4.486, -1.451, 1.770], [-3.674, -0.057, -0.204], [-2.311, -0.113, 0.427], [-1.195, -0.036, -0.353], [-3.968, 0.621, -1.392], [-2.953, 1.418, -2.152], [-5.248, 0.537, -1.924], [-8.305, -0.830, -1.299], [-7.551, -0.770, -2.897], [-8.032, 0.721, -2.100], [-6.744, -1.335, 0.427], [-5.445, -1.764, 2.175], [-3.996, -0.811, 2.504], [-3.880, -2.346, 1.630], [-2.287, -0.997, 1.059], [-2.399, 0.760, -2.819], [-2.240, 1.900, -1.493], [-3.445, 2.178, -2.756], [-5.451, 1.035, -2.863], [3.152, -2.730, -4.318], [2.401, -1.828, -3.344], [1.033, -1.422, -3.883], [0.202, -0.603, -2.900], [-0.425, -1.516, -1.219], [-1.940, -2.791, -1.576], [-1.675, -4.017, -2.448], [-0.971, -5.179, -1.747], [0.500, -4.917, -1.462], [4.117, -3.014, -3.906], [3.320, -2.217, -5.264], [2.585, -3.638, -4.516], [2.994, -0.931, -3.150], [2.268, -2.355, -2.395], [0.485, -2.323, -4.170], [1.175, -0.826, -4.792], [-0.700, -0.278, -3.423], [0.748, 0.300, -2.630], [0.692, -1.899, -0.259], [-2.697, -2.174, -2.070], [-2.373, -3.125, -0.636], [-1.108, -3.738, -3.340], [-2.653, -4.380, -2.778], [-1.052, -6.056, -2.397], [-1.489, -5.407, -0.813], [0.994, -4.527, -2.351], [1.002, -5.836, -1.169], [0.616, -4.204, -0.652], [-0.983, -2.797, 1.378], [-1.115, -2.347, 2.655], [-0.630, -1.099, 2.983], [-0.762, -0.736, 4.309], [-0.252, 0.467, 4.674], [-1.393, -1.521, 5.264], [-1.499, -1.115, 6.536], [-1.931, -2.745, 4.874], [-2.594, -3.504, 5.755], [-1.792, -3.161, 3.556], [-2.325, -4.328, 3.158]],
  "forces_ev_per_angstrom": [[0.6, -0.5, 0.5], [-0.3, 0.4, 0.0], [0.0, -1.2, 0.3], [0.3, 0.3, 0.1], [-0.1, 1.2, -0.4], [0.6, -0.8, 0.2], [-0.8, 0.5, 0.2], [-0.1, 0.2, -0.1], [0.1, 0.0, 0.1], [0.0, 0.0, -0.1], [0.0, 0.1, 0.0], [0.1, 0.1, 0.0], [0.0, -0.2, 0.0], [0.9, -0.2, -0.2], [-0.4, 0.0, 0.2], [-0.1, -0.3, 0.0], [-0.1, 0.3, -0.1], [0.4, -0.5, -0.1], [-0.4, 0.1, 0.3], [0.0, 0.0, -0.2], [0.0, 0.0, 0.1], [-0.1, -0.2, 0.0], [-0.1, 0.0, -0.1], [0.0, 0.1, 0.0], [0.0, 0.1, 0.0], [0.1, 0.1, 0.1], [0.0, 0.1, -0.1], [0.1, 0.0, 0.0], [0.1, -0.2, 0.0], [0.1, 0.0, 0.0], [0.3, 0.5, 0.0], [-0.2, -0.4, -0.1], [0.4, 0.2, 0.0], [-0.5, -0.8, -0.1], [0.3, 0.8, 0.1], [-0.3, 0.2, 0.0], [-0.2, -0.4, 0.0], [-0.1, -0.1, -0.2], [-0.2, 0.2, 0.0], [-0.1, 0.0, 0.1], [-0.1, -0.1, -0.1], [-0.1, 0.0, 0.0], [0.1, 0.0, 0.2], [0.0, -0.1, 0.0], [0.0, -0.2, -0.1], [-0.1, -0.2, -0.2], [0.1, 0.0, 0.1], [0.1, 0.0, 0.0], [0.0, 0.1, 0.1], [0.0, 0.0, 0.0], [0.1, 0.0, 0.0], [0.0, 0.1, -0.1], [0.0, 0.0, -0.2], [0.0, 0.0, 0.0], [-0.3, -0.1, -0.2], [-0.3, 0.2, 0.5], [0.5, -0.5, -0.6], [0.0, -0.1, 0.0], [0.1, 0.0, 0.0], [0.0, -0.1, 0.1], [-0.1, 0.0, 0.0], [-0.1, 0.0, 0.0], [-0.1, 0.0, 0.0], [-0.1, -0.1, 0.1], [0.0, 0.0, 0.1], [0.0, -0.1, 0.1], [0.1, -0.1, 0.1], [0.0, 0.0, 0.1], [0.1, 0.1, -0.1], [0.1, 0.1, -0.1], [0.0, 0.0, 0.0], [0.0, 0.1, -0.1], [0.0, 0.2, 0.2], [-0.1, -0.1, -0.3], [0.2, 0.0, 0.2], [-0.3, -0.4, 0.3], [-0.8, 0.6, -0.8], [0.5, 0.5, 0.1], [0.0, -0.2, 0.1], [0.1, 0.1, -0.3], [-0.2, -0.1, 0.1], [0.1, -0.1, 0.0], [0.0, 0.0, -0.1], [0.0, -0.1, -0.1], [0.0, 0.0, 0.1], [0.1, 0.0, 0.1], [0.0, 0.0, -0.1], [0.0, -0.1, 0.0], [-0.1, 0.0, 0.2], [0.0, 0.1, 0.2], [0.1, -0.2, 0.0], [0.1, 0.1, 0.1], [0.0, 0.1, 0.2], [-0.1, -0.1, -0.1], [0.0, 0.0, -0.2], [-0.1, 0.0, 0.1], [-0.1, -0.1, 0.0], [0.2, 0.1, -0.1], [0.1, 0.0, 0.1], [0.1, 0.1, 0.1], [-0.1, -0.2, 0.2], [0.0, 0.4, 0.2], [0.3, 0.2, -0.2], [-0.1, 0.0, -0.2], [-0.2, -0.3, 0.3], [0.1, 0.1, 0.0], [0.0, -0.1, -0.2], [0.0, 0.1, -0.1], [0.2, 0.1, -0.1], [0.1, 0.0, -0.1], [0.1, 0.1, 0.1]],
  "max_force_ev_per_a": 1.28,
  "gap_ev": 6.5,
  "lumo_ev": -0.67,
  "multiplicity": 1,
  "e_tot_ha": -10043.79774
}


[4]
{
  "formula": "C4H7NO",
  "method": "wB97M-V/def2-TZVPD",
  "symbols": ["C", "C", "O", "C", "C", "N", "H", "H", "H", "H", "H", "H", "H"],
  "coordinates": [[-1.512, 0.748, 1.105], [-0.636, -0.212, 0.334], [-0.853, -1.410, 0.359], [0.479, 0.314, -0.518], [1.733, -0.494, -0.549], [0.825, -0.516, -1.673], [-2.508, 0.728, 0.646], [-1.139, 1.776, 1.107], [-1.624, 0.382, 2.129], [0.532, 1.390, -0.668], [1.778, -1.373, 0.094], [2.678, 0.008, -0.737], [0.261, -1.363, -1.595]],
  "forces_ev_per_angstrom": [[0.0, 0.0, 0.0], [-0.1, -0.4, 0.0], [0.0, 0.4, 0.0], [-0.1, 0.2, 0.1], [0.3, -0.1, 0.1], [-0.1, -0.1, -0.1], [0.2, 0.0, 0.1], [0.0, -0.2, 0.0], [0.0, 0.1, -0.2], [0.0, -0.2, 0.0], [-0.1, 0.2, -0.1], [-0.1, 0.0, 0.1], [0.0, 0.1, -0.1]],
  "max_force_ev_per_a": 0.39,
  "gap_ev": 10.9,
  "lumo_ev": 1.00,
  "smiles": "CC(=O)[C@H]1CN1",
  "multiplicity": 1,
  "e_tot_ha": -286.57013
}


Short version: relative energy (zero: lowest compared OMol25 entry of this formula, charge and spin) = 4.1612 5.5850 1.6643 1.6739 eV, in the order given.